Record 1
Formula: C24H33N3O4
Source: OMol25
Level of theory: wB97M-V/def2-TZVPD

```
64
Properties=species:S:1:pos:R:3:forces:R:3
C -4.18474 -3.41691 -1.11533 -2.6 2.1 -7.5
H -3.27009 -3.25221 -1.91615 -2.4 -0.7 1.5
O -4.63551 -2.11819 -0.77278 -5.8 -5.3 -3.4
C -3.93410 -1.35284 -0.10845 2.7 2.5 1.3
C -2.63341 -1.73967 0.03345 -3.7 14.4 5.8
C -1.91099 -0.72638 0.91893 0.9 0.3 1.1
C -2.52105 0.44447 1.45325 0.3 2.0 -2.7
C -3.79358 0.84242 0.89906 0.7 -2.5 0.9
C -4.61987 -0.06975 0.25332 8.1 -1.4 1.7
O -5.80800 0.26661 0.17144 -4.8 2.6 0.0
C -6.86359 -0.26613 -0.48609 5.0 -10.3 -3.8
H -6.61761 -0.54830 -1.64316 -0.5 1.2 2.5
H -6.95863 -1.60264 -0.12014 -0.4 4.2 -0.7
H -7.69584 0.21857 -0.44422 -4.8 3.2 0.9
H -4.24188 1.73012 1.20611 -0.6 1.6 0.4
N -1.71524 1.45105 2.06229 3.7 -11.9 -1.6
C -0.26781 1.17177 2.25271 -4.4 11.4 3.1
O 0.29048 2.19973 2.78611 -0.6 -2.3 -0.6
C 0.37418 0.15974 1.74497 -5.0 -5.3 -0.8
C -0.51242 -0.82062 1.27973 0.8 -3.0 -3.6
H -0.08171 -1.80400 0.75755 -0.4 2.0 1.6
C 1.61311 -0.07010 2.27811 8.7 1.3 -1.6
N 2.48452 -0.51415 1.03688 -0.1 -4.5 4.5
C 2.51707 0.17695 0.00582 4.1 1.7 -13.1
O 3.08188 -0.12750 -1.43607 -1.7 -0.8 6.1
N 2.15721 1.40885 -0.10258 -1.5 1.6 1.6
H 1.73087 1.58635 0.76160 -1.0 2.3 1.2
C 2.11648 2.41644 -1.28380 -0.8 -8.4 0.3
C 2.10347 3.68217 -0.71360 5.0 5.4 -0.8
C 0.94364 4.17180 -0.06747 -4.8 3.1 1.5
C -0.29803 4.08824 -1.07748 -2.4 -5.0 6.9
C -0.46118 2.47666 -1.52199 1.4 3.6 3.4
C 0.86029 2.07165 -2.09428 -1.1 -3.4 -0.4
H 0.92440 2.45520 -3.07198 0.4 1.0 -1.4
H 0.72403 0.90318 -2.34987 1.1 2.3 0.9
H -0.52868 2.10948 -0.45445 -0.7 -0.7 -1.4
H -1.27551 2.35175 -2.20589 -0.6 -0.4 0.1
H -1.21478 4.32971 -0.24595 1.9 -0.2 -3.1
H -0.22735 4.61193 -1.92517 0.2 2.8 -2.8
H 0.89354 5.40482 0.17410 1.0 -3.3 -0.4
H 0.85090 3.62261 0.97572 -0.7 1.1 -2.1
H 2.89861 3.91539 0.08228 0.0 -0.7 -1.8
H 2.26694 4.27836 -1.68774 0.2 0.2 1.5
H 2.91010 1.83266 -1.81815 0.3 1.8 -0.1
C 2.98692 -1.89149 0.94214 4.7 -2.2 3.7
H 3.10789 -2.38788 2.02113 -1.5 1.4 -1.8
C 4.68797 -2.05525 0.73370 -6.0 6.2 -7.6
C 4.90537 -3.00018 -0.48950 -8.1 6.2 -0.3
C 3.65404 -3.75763 -0.49934 0.2 -3.2 5.7
H 3.71535 -4.51289 0.43773 0.2 1.0 -1.5
C 2.49118 -2.90772 -0.02398 3.8 4.6 -4.6
H 2.12415 -2.36666 -0.89535 -0.4 0.2 -0.1
H 1.83113 -3.45539 0.37348 -5.4 -4.3 2.7
H 3.49214 -4.46922 -1.22332 -0.6 -1.0 -2.4
H 4.74840 -2.33028 -1.31496 0.8 0.5 -0.9
H 5.79395 -3.23562 -0.35001 7.8 -3.7 0.4
H 5.14171 -2.39852 1.47313 3.6 -2.7 7.0
H 4.87199 -0.92959 0.54224 0.8 -1.9 0.1
H 1.84293 -0.81998 2.93424 -0.6 -2.5 1.6
H 2.29231 0.75638 2.81667 -2.3 -0.9 -1.6
H -1.98953 2.29801 2.12068 -2.2 7.3 0.8
H -2.14754 -2.49164 -0.03883 5.2 -9.7 -1.8
H -3.82166 -4.02296 -0.43459 1.6 -2.4 4.2
H -5.19882 -3.97075 -1.59591 3.1 1.6 1.0
```
Positions in Å, forces in eV/Å.

The value obtained for the total energy is -1398.90419 hartree. The energy above the lowest of the compared OMol25 structures with the same formula, charge and spin comes out at 450.8 kcal per mole. The value obtained for the orbital gap is 6.92 eV. The multiplicity is 1. The HOMO energy comes out at -7.67 eV.

***

Record 2
Formula: C24H33NO5
Source: OMol25
Level of theory: wB97M-V/def2-TZVPD

```
63
Properties=species:S:1:pos:R:3:forces:R:3
C -0.22572 2.43059 -4.51100 1.6 -9.0 -5.5
C -0.10772 0.93214 -3.86744 -0.1 9.5 9.9
H -0.94967 0.64542 -3.16661 1.0 0.5 -0.8
O 1.16558 0.85243 -3.16026 -1.6 -5.3 -10.8
C 1.26592 1.32557 -2.09212 1.0 7.8 14.8
C 0.23548 2.15194 -1.31918 3.1 -0.9 0.8
C 0.38480 2.77965 -0.06898 6.5 -4.5 0.0
C 1.70917 2.37207 0.68154 -3.0 4.2 0.2
C 2.78786 1.81506 0.00183 -5.6 1.2 0.2
C 2.50238 1.36954 -1.31687 2.1 -0.6 0.3
O 3.62686 0.86380 -1.86081 -2.3 -1.5 -4.0
C 5.02410 0.77869 -1.54428 -3.9 4.2 -3.9
C 5.16429 -0.44409 -0.85050 3.9 3.6 8.7
H 4.69067 -0.21632 0.39387 1.0 -1.1 -3.8
H 4.92094 -1.37949 -1.15974 -0.7 -2.3 -1.4
H 6.26435 -0.23863 -0.53012 -1.0 -1.8 -0.4
H 5.35021 0.76716 -2.64857 0.7 -0.1 1.9
H 5.09977 1.87729 -1.16989 1.6 -2.2 0.5
H 3.62171 1.70618 0.61963 1.8 -0.5 0.0
C 1.79698 3.02827 2.17437 3.0 -13.1 -0.7
H 1.75879 3.93231 2.17448 -1.4 10.7 -0.1
H 2.88074 2.84981 2.54012 -1.4 -0.1 -0.4
C 0.78892 2.27606 3.15080 -0.2 4.5 -1.1
N 0.56846 1.03162 2.71033 -0.5 -10.0 -2.2
C -0.41945 0.23188 2.16741 -9.3 11.7 -0.9
O -1.64927 1.08099 2.10379 5.0 -4.7 0.8
C -0.58555 -0.87370 1.21409 8.7 0.5 7.0
C 0.54127 -1.71626 1.21894 -3.1 0.9 -4.4
C 1.99763 -1.41910 1.16977 -3.7 -14.9 3.8
H 2.22401 -1.60753 2.23072 0.9 0.1 0.0
H 2.38470 -0.65822 0.90957 4.3 10.4 -4.0
H 2.51069 -2.46721 0.58774 -1.5 3.3 1.6
C -0.07296 -2.86888 0.43711 3.4 -4.5 -3.1
O 0.55292 -3.82024 -0.16798 -2.0 3.8 2.7
O -1.37240 -2.73348 0.26213 0.5 0.2 1.9
C -1.79185 -1.49660 1.09747 -2.1 -1.1 -9.3
C -2.76552 -1.92102 1.99442 -8.2 10.8 -5.1
C -4.18298 -2.16472 1.52170 4.9 -10.1 0.5
C -4.69601 -1.51153 0.41808 1.9 6.5 -3.1
C -5.89880 -2.04102 -0.04330 -6.2 -2.0 -5.2
H -6.61075 -1.43384 -0.94161 2.6 -1.1 2.3
H -6.67365 -2.03931 0.72495 0.0 -1.0 0.1
H -5.72205 -3.07264 -0.65182 -0.6 2.0 2.0
C -3.71730 -1.27119 -0.89100 1.6 -3.9 4.7
C -2.29953 -0.67885 -0.20562 -7.2 1.0 1.3
H -2.80906 0.24601 0.16763 1.6 -0.2 -0.2
H -1.82934 -0.53623 -1.10763 2.8 0.3 -1.1
H -4.31530 -0.71455 -1.63062 1.0 -0.1 0.2
H -3.40412 -2.39636 -1.10966 -1.1 2.3 -0.6
H -4.85155 -0.45774 0.85197 -0.2 -0.6 -0.9
H -3.81520 -3.43301 1.08070 -1.7 2.6 0.4
H -4.77299 -2.61934 2.31713 -0.5 1.1 0.0
H -3.14963 -0.96502 2.55394 1.8 -0.3 -0.6
H -2.48028 -2.33711 2.71655 4.2 -7.4 10.2
H 1.22504 0.33511 2.53937 3.8 -0.1 0.7
H 1.00972 2.44233 4.21225 0.0 -0.4 -0.2
H -0.17128 2.66233 2.87620 -0.9 1.3 0.7
H -0.37121 3.13919 0.53911 -1.6 0.8 0.6
H -0.74284 2.17031 -1.58202 -2.8 0.1 -1.7
H -0.11150 0.44096 -4.60320 0.6 -8.0 -9.9
H -0.27569 3.04802 -3.84645 -1.2 7.2 7.3
H 0.63345 2.66208 -5.13960 0.2 -0.4 0.1
H -1.05344 2.30384 -5.14825 -1.3 0.6 -0.7
```
Positions in Å, forces in eV/Å.

The value obtained for the total energy is -1364.45790 hartree. The energy above the lowest of the compared OMol25 structures with the same formula, charge and spin comes out at 546.3 kcal per mole. The value obtained for the orbital gap is 6.14 eV. The multiplicity is 1. The HOMO energy comes out at -7.00 eV.

***

Record 3
Formula: C24H33NOP2Sc
Source: OMol25
Level of theory: wB97M-V/def2-TZVPD

```
62
Properties=species:S:1:pos:R:3:forces:R:3
C -1.23261 3.50457 -2.41014 0.2 0.1 0.1
C -1.14092 2.15748 -2.06243 0.4 -0.3 0.2
C 0.15649 1.59534 -1.89098 -0.3 0.1 0.2
C 1.29241 2.38368 -2.07050 -0.1 0.5 0.1
C 1.17338 3.74342 -2.35341 -0.1 -0.3 -0.2
C -0.09148 4.29846 -2.54189 0.0 0.1 -0.1
C 2.64183 1.77491 -1.73335 -1.3 -0.9 -2.0
C 2.66397 0.27848 -1.97960 0.4 -0.3 0.1
C 1.47655 -0.42941 -1.79919 -0.1 -0.3 0.3
C 1.47216 -1.85120 -1.87208 -0.2 0.5 0.1
C 2.67725 -2.50081 -2.14147 0.1 0.1 0.1
C 3.87130 -1.78704 -2.26507 0.1 0.0 -0.1
C 3.87004 -0.39640 -2.16488 -0.3 0.0 -0.2
H -2.22238 3.93557 -2.57090 0.3 0.0 0.1
H 2.08444 4.34363 -2.42575 -0.4 -0.1 -0.1
H -0.18862 5.35534 -2.79045 0.0 -0.3 0.1
H 3.41663 2.25452 -2.34311 -0.1 0.0 0.3
H 2.67112 -3.58863 -2.24421 0.1 0.3 0.1
H 4.80614 -2.31919 -2.44037 -0.3 0.1 0.0
H 4.79317 0.18674 -2.23060 -0.2 -0.3 -0.1
N 0.31639 0.27590 -1.41250 -0.1 0.1 -2.4
Sc -0.35264 -0.06945 0.38658 0.7 0.3 2.7
C -2.39320 1.33782 -1.80612 -0.2 0.0 -0.1
H -2.38106 0.37886 -2.35119 0.1 0.3 0.1
H -3.29346 1.89590 -2.10301 0.3 -0.1 -0.2
C 0.20349 -2.64847 -1.60186 0.0 -0.1 -0.1
H -0.64773 -2.28397 -2.20119 0.3 -0.1 0.1
H 0.35949 -3.71369 -1.82817 0.0 0.3 -0.2
P -2.64588 0.94282 -0.00740 -1.0 1.1 -1.3
P -0.32156 -2.60361 0.18416 0.7 -1.6 -1.1
C 1.00856 -3.58403 0.95911 0.0 0.1 0.5
H 0.99875 -3.39287 2.04003 0.1 -0.2 -0.2
H 0.83283 -4.65267 0.77226 0.1 0.3 0.0
H 1.99309 -3.29791 0.56750 -0.3 0.0 0.1
C -1.71684 -3.76849 0.16991 -0.4 0.2 0.3
H -1.37814 -4.75706 -0.17448 -0.1 0.3 0.1
H -2.11145 -3.84115 1.19264 0.0 -0.1 -0.3
H -2.50897 -3.38904 -0.49205 0.2 -0.2 0.2
C -3.07502 2.59487 0.64070 0.2 0.0 0.5
H -4.03577 2.92019 0.21597 0.3 -0.1 0.1
H -3.15709 2.52914 1.73470 0.0 0.1 -0.3
H -2.29279 3.32588 0.39570 -0.2 -0.2 0.0
C -4.26210 0.11092 -0.05009 0.0 -0.3 0.2
H -4.55707 -0.11481 0.98322 -0.1 0.0 -0.3
H -5.00966 0.76597 -0.52239 0.2 -0.2 0.2
H -4.17437 -0.82998 -0.61220 -0.1 0.3 0.2
C 2.89901 1.98921 -0.30999 -0.1 0.0 0.6
O 2.21401 1.58265 0.61823 0.9 0.6 -0.8
H 3.82415 2.57879 -0.36082 0.3 0.3 2.1
C 1.32123 0.50601 3.65083 0.1 -0.1 0.0
C 0.23958 -0.55487 3.43278 -0.4 0.0 0.4
C -0.33148 -0.99856 4.78525 0.2 -0.1 0.1
C -0.89229 -0.05650 2.53101 0.5 0.4 -0.6
H 0.88830 1.40115 4.11738 0.0 -0.2 -0.1
H 1.81515 0.81799 2.72194 -0.1 -0.1 0.2
H 2.09194 0.12006 4.33108 -0.1 0.1 -0.2
H 0.71742 -1.43707 2.96704 0.0 0.1 0.1
H -0.79521 -0.14161 5.28794 0.0 -0.1 -0.1
H -1.09597 -1.77304 4.66156 0.1 0.1 0.0
H 0.45266 -1.39589 5.43957 -0.1 0.0 0.0
H -1.78212 -0.69627 2.62003 -0.1 0.2 0.2
H -1.15502 0.98739 2.75676 -0.2 -0.1 0.4
```
Positions in Å, forces in eV/Å.

The value obtained for the total energy is -2507.55875 hartree. The value obtained for the orbital gap is 6.90 eV. The multiplicity is 1. As for the total charge: +1. The HOMO energy comes out at -10.21 eV.

***

Record 4
Formula: C24H34BBr36FN3O3S
Source: OMol25
Level of theory: wB97M-V/def2-TZVPD

```
103
Properties=species:S:1:pos:R:3:forces:R:3
C -0.20999 -1.89685 3.71160 0.1 0.3 -0.2
C 0.04796 -2.50276 2.32730 -0.1 -0.7 0.6
C -1.06146 -3.43411 1.80789 0.4 0.0 -1.4
C -1.98859 -2.76676 0.77086 0.9 -0.3 1.3
N -2.93752 -1.94298 1.48567 -0.5 -0.6 -1.5
B -3.66120 -0.94050 0.59701 0.4 1.7 1.0
C -2.75478 0.04837 -0.37150 1.0 -1.2 -0.1
C -1.42367 0.46607 0.30522 0.1 0.3 -0.7
C -1.42892 1.90316 0.84650 0.6 0.1 0.5
C -0.70488 2.04754 2.21741 -0.9 -0.2 -1.0
S 1.09296 2.36896 2.12333 0.1 0.0 0.6
C 1.63943 1.51463 0.70137 -1.4 -0.3 3.7
N 1.79063 2.01158 -0.41496 0.2 2.7 -3.2
N 2.19544 1.00159 -1.23881 0.3 2.8 -3.4
C 2.24864 -0.00981 -0.54429 0.5 -3.2 0.4
O 1.91917 0.20331 0.70952 -0.1 -1.3 1.8
O -4.24360 0.02367 1.58938 -0.7 0.0 0.8
C -5.49619 0.41706 1.08137 1.3 -0.7 -0.3
C -5.92228 -0.90178 0.35559 0.2 0.9 1.2
F -6.87914 -0.67878 -0.61529 -0.2 -0.1 -0.3
O -4.80507 -1.51593 -0.13790 -0.5 0.1 -0.4
H -0.07976 -2.65938 4.47943 0.0 0.0 0.1
H -1.20910 -1.47795 3.84185 -0.1 0.0 -0.1
H 0.48990 -1.08115 3.90402 0.1 -0.1 0.1
H 0.94525 -3.12263 2.43150 0.2 0.1 0.0
H 0.31166 -1.75164 1.58339 -0.2 0.1 0.0
H -1.65892 -3.88578 2.59770 0.0 0.1 0.2
H -0.55956 -4.25449 1.28810 -0.2 0.2 0.2
H -1.32257 -2.20934 0.08622 -0.1 0.1 -0.1
H -2.47912 -3.54603 0.16859 0.3 0.6 0.2
H -2.54111 -1.51594 2.30554 0.1 0.1 0.0
H -2.51736 -0.47500 -1.31059 0.0 0.2 0.3
H -3.28870 0.95812 -0.65994 -0.3 -0.1 0.0
H -1.13031 -0.21378 1.10820 -0.3 0.0 0.1
H -0.62379 0.38015 -0.44273 0.1 0.0 0.0
H -0.95140 2.61017 0.15009 -0.4 -0.3 0.1
H -2.45980 2.22815 0.99274 -0.1 0.0 0.1
H -1.13544 2.91351 2.71675 0.4 0.2 0.1
H -0.94223 1.18955 2.84207 0.3 -0.2 0.0
H 2.51467 -0.96308 -0.94702 0.0 -0.6 0.5
H -5.29259 1.30069 0.46025 -0.8 -0.1 -0.5
H -6.17774 0.66355 1.89911 -0.1 0.1 -0.1
H -6.33320 -1.50439 1.17040 -0.5 0.0 -1.0
C -4.39204 -6.73895 -0.44775 0.0 0.3 0.1
Br -6.10016 -7.40252 -1.05937 0.1 0.0 0.1
Br -4.45046 -4.85781 -0.00692 -0.5 -0.5 -0.1
Br -3.67703 -7.81137 0.99492 -0.2 0.1 -0.2
H -3.70254 -6.83789 -1.27267 0.0 -0.1 0.0
C -1.05491 6.32010 0.56594 0.0 0.0 -0.1
Br -0.00208 5.05846 -0.43392 0.1 0.0 0.5
Br -2.82372 6.52408 -0.17553 0.1 0.0 0.0
Br -1.11594 5.88019 2.44316 0.0 0.0 -0.1
H -0.56577 7.27884 0.48439 0.0 0.0 0.0
C -5.25817 -3.79645 3.54521 0.0 0.1 0.0
Br -5.81115 -5.60689 3.92545 0.0 0.0 0.0
Br -6.75291 -2.68295 3.06733 0.0 -0.5 0.7
Br -4.23586 -3.04469 4.99577 0.0 -0.1 -0.1
H -4.60360 -3.83149 2.68450 0.1 0.2 -0.1
C 0.05723 -7.52802 2.61439 -0.3 0.1 -0.1
Br -1.46400 -6.74257 3.48791 0.1 -0.1 0.4
Br 0.55688 -6.41337 1.13436 0.4 -0.5 -0.1
Br 1.50482 -7.88669 3.83973 0.0 0.1 -0.1
H -0.24625 -8.47608 2.19538 0.0 0.0 0.1
C 1.26703 2.48511 -4.85954 0.1 0.0 0.2
Br 0.82972 3.51119 -6.42863 0.1 -0.1 -0.1
Br 1.56908 0.62794 -5.27565 0.0 0.1 0.0
Br 2.74759 3.25724 -3.89269 -0.1 -0.1 -0.1
H 0.40706 2.52401 -4.20494 0.0 0.0 0.0
C -0.19992 1.01818 6.94176 0.0 0.0 0.0
Br 1.49234 0.99219 6.02395 -0.1 0.0 0.0
Br -1.62612 1.61152 5.79048 0.1 -0.1 0.1
Br -0.59850 -0.68361 7.75540 0.0 0.1 -0.1
H -0.11659 1.73965 7.74020 0.0 0.0 0.0
C 3.62229 -5.02126 -1.37255 0.0 0.0 0.2
Br 1.83490 -4.29694 -1.54556 0.3 -0.1 0.2
Br 4.93628 -3.82582 -2.11734 -0.1 0.0 0.0
Br 4.04250 -5.51647 0.45073 0.0 0.2 -0.3
H 3.64521 -5.92972 -1.95541 0.0 0.0 0.0
C 5.61589 0.54167 -4.93715 -0.1 0.0 0.1
Br 5.18303 1.54554 -6.52016 0.1 -0.1 0.0
Br 5.93067 -1.32197 -5.32043 0.0 0.1 0.0
Br 7.08560 1.33638 -3.98043 0.0 -0.1 -0.1
H 4.75251 0.58864 -4.28709 -0.1 0.0 0.0
C 9.28430 5.32286 -3.39362 -0.1 0.0 -0.1
Br 10.22434 4.38902 -4.79200 0.0 0.0 0.1
Br 7.38196 5.05464 -3.51238 0.1 0.1 0.1
Br 9.96161 4.86335 -1.64610 0.0 0.0 -0.1
H 9.46725 6.37724 -3.53708 0.0 0.0 0.0
C -0.11996 7.27332 -4.85427 0.0 -0.2 -0.1
Br -1.84482 7.64378 -5.63109 0.1 0.0 0.0
Br 0.67966 8.85738 -4.10016 -0.1 -0.1 0.0
Br -0.20737 5.84169 -3.57427 -0.1 0.4 -0.2
H 0.52471 6.94332 -5.65606 0.0 0.0 0.0
C 7.04271 6.11498 0.65701 -0.1 0.0 0.0
Br 5.31313 6.44552 -0.12020 0.1 0.0 0.1
Br 7.82539 7.72556 1.37208 0.0 -0.1 0.0
Br 6.97938 4.70720 1.96965 0.0 0.1 -0.1
H 7.68873 5.77610 -0.14024 0.0 0.0 0.0
C -1.83608 -1.77516 -4.43043 0.0 0.1 0.0
Br -3.41831 -2.83858 -4.70759 0.1 0.0 0.1
Br -2.26791 0.01249 -3.88304 0.0 0.0 -0.3
Br -0.60930 -2.61329 -3.19941 -0.1 0.1 -0.1
H -1.32806 -1.70780 -5.38091 0.0 0.0 0.0
```
Positions in Å, forces in eV/Å.

The value obtained for the total energy is -94512.26825 hartree. The value obtained for the orbital gap is 5.75 eV. The multiplicity is 1. As for the total charge: -1. The HOMO energy comes out at -4.88 eV.